Here is a molecular structure, C36H24Br5CdNO2P2Te from the OMol25 dataset. Energies are from ωB97M-V/def2-TZVPD.

```
72
C36H24Br5CdNO2P2Te (ωB97M-V/def2-TZVPD)
Br -0.04737 -1.38779 -7.54848
Br 2.33591 -5.97831 -5.09570
C 0.03805 -2.02464 3.33329
Br 2.50755 -4.29408 -2.25017
C -3.57358 4.17961 0.19864
Te 0.55351 -2.01705 0.19804
H -4.09200 5.12471 0.31730
H -2.18289 -0.11287 2.37822
H -3.72946 -1.67249 3.52125
P -1.33562 0.16920 -0.42622
C -0.88522 -4.56009 3.43641
C 3.10991 -0.04722 1.68290
H -3.15094 -1.89534 -1.37592
C -3.28658 -1.84668 -0.30159
H 6.24055 1.53451 0.07302
C 5.36214 1.09043 0.52717
C 1.70727 -3.49328 -3.78681
C 2.98986 0.64186 0.48266
H 2.22876 -0.48407 2.13363
C -4.31667 -2.65824 1.71097
C -2.74201 -0.84316 1.80777
C 0.63686 -1.57277 -4.83059
C -3.70930 3.45693 -0.97805
H 1.09679 6.46068 0.93984
C 0.64216 -2.29525 -6.02627
O 0.17367 -0.37292 -4.74653
N -0.81783 -3.88572 4.58661
C -2.09156 2.49633 1.06205
H 4.43236 -0.70220 3.24059
H -0.30565 -2.10403 5.45704
C 1.17591 5.40569 0.70090
H 1.45354 5.74715 -1.40119
H -2.67142 4.25809 2.14260
C -0.35439 -2.63732 4.51044
H 0.94073 4.76732 2.73705
H -3.11971 1.69869 -2.05514
H 4.03618 1.74949 -1.02595
O 1.24853 -1.50264 -2.54996
Br -0.66154 2.74287 -3.54073
P 1.38202 0.90455 -0.37224
C -0.03168 -2.72652 2.13256
C 1.13374 3.10608 1.39202
H -1.27678 -5.57087 3.51434
C 0.12478 0.10754 0.67197
C -4.16006 -2.71717 0.33324
H 0.37341 -0.99267 3.34019
C 1.37276 5.00896 -0.61264
C 1.66343 -4.20738 -4.99841
C 5.47490 0.40177 1.72791
C 4.34702 -0.16455 2.30331
C 1.21179 -2.19727 -3.65372
C -2.76952 3.69555 1.22075
H 1.05629 2.34940 2.16576
H -4.97325 -3.35726 2.21592
H 1.59038 3.34622 -1.94877
C -3.61515 -1.71236 2.44437
C -2.20372 1.77457 -0.11988
C 1.12918 -3.60586 -6.12090
C 1.29336 2.69690 0.07147
H -4.32642 3.83965 -1.78195
C 1.07402 4.45350 1.70754
C -0.50417 -4.03772 2.21380
Cd 0.08322 0.46370 -2.73269
H -0.59169 -4.63709 1.31320
Br 1.04754 -4.53533 -7.77226
H 6.44066 0.30820 2.21123
C -3.02709 2.26035 -1.13348
H -4.70925 -3.45309 -0.24247
H -1.45925 2.11226 1.85295
C 1.44200 3.65684 -0.92314
C 4.12774 1.20841 -0.09047
C -2.55668 -0.91471 0.43138
```

Properties
- energy relative to the best compared isomer or geometry (same formula, charge and spin) (kcal/mol) = 37.3
- highest occupied orbital energy (eV) = -1.9
- DFT total energy (eV) = -423957.2859
- total charge = -2
- HOMO-LUMO gap (eV) = 5.924
- strongest force on any atom (eV/Å) = 0.92

These are the Mulliken partial charges, in e, on atoms 1 to 5: number 1, Br, carries -0.187; number 2, Br, carries -0.234; number 3, C, carries -0.058; number 4, Br, carries -0.196; number 5, C, carries -0.501